The following is a DFT calculation (ωB97M-V with the def2-TZVPD basis set) of a molecular structure, C29H20AuINO3PSSe at a distorted geometry.

Summary:
Kohn-Sham gap (spin up / spin down) = 5.233 / 5.042 eV
strongest force on any atom = 1.66 eV/Å
net charge = 0
molar mass = 896.35 u
ΔE to the lowest compared entry with this formula, charge and spin = 141.8 kJ/mol

Cartesian coordinates (Å):
Au: 1.647293 1.110829 0.452336
O: 1.807393 -1.310271 2.175536
S: 1.686793 -0.307071 3.305736
O: -0.016607 -0.228071 3.435036
O: 2.018293 1.041629 2.838036
C: -0.675307 -1.348371 3.087236
C: -1.410307 -2.053271 4.035936
C: -2.119607 -3.179671 3.669736
C: -2.129607 -3.602271 2.348036
C: -1.380407 -2.927371 1.403336
C: -0.627707 -1.816571 1.770136
P: 0.504893 -1.062671 0.567136
C: 1.476993 -2.373771 -0.205664
C: 2.059393 -2.098071 -1.440564
C: 2.901893 -3.015371 -2.039864
C: 3.188393 -4.207371 -1.397164
C: 2.613293 -4.484471 -0.166664
C: 1.757693 -3.577771 0.432436
C: -0.780007 -0.656871 -0.714364
C: -0.928207 -1.166371 -1.995164
C: -1.976007 -0.732571 -2.791464
C: -2.873807 0.210129 -2.320864
C: -2.716507 0.741029 -1.049064
C: -1.670007 0.313729 -0.260164
H: -1.412007 -1.690371 5.051736
H: -2.661307 -3.734471 4.421736
H: -2.717407 -4.459171 2.058936
H: -1.369407 -3.242471 0.368336
H: 1.864393 -1.154471 -1.929464
H: 3.351693 -2.789171 -2.994864
H: 3.865993 -4.916171 -1.850164
H: 2.850493 -5.409571 0.337636
H: 1.321993 -3.788571 1.398936
H: -0.243907 -1.909071 -2.376464
H: -2.091507 -1.140171 -3.785764
H: -3.703907 0.523729 -2.936164
H: -3.403907 1.485229 -0.672764
H: -1.525507 0.727829 0.732436
I: 2.011593 1.753229 -2.402664
C: 0.325993 3.032429 -2.109664
C: -0.233107 3.567829 -3.237864
C: -1.277907 4.493629 -3.122964
C: -1.708907 4.882429 -1.887764
C: -1.155007 4.328329 -0.717264
C: -1.611107 4.732429 0.553036
C: -1.102507 4.179729 1.692236
C: -0.125207 3.173529 1.600636
C: 0.348693 2.765629 0.386836
C: -0.121907 3.341029 -0.809964
H: 0.134493 3.293929 -4.215164
H: -1.716507 4.908729 -4.016564
H: -2.486907 5.624529 -1.780864
H: -2.379707 5.490929 0.600636
H: -1.453207 4.492529 2.665036
H: 0.248593 2.717329 2.504836
Se: 4.002093 -0.339371 0.913236
C: 5.443793 0.589629 0.363636
N: 6.372793 1.199329 0.056836

Atoms 1-3, force components in eV/Å:
Au 1.55 0.26 -0.53
O -0.17 -0.06 0.46
S 0.81 -0.16 0.91

Need the natural (NBO) charges? In units of e they are: 0.946, -1.001, 1.802, -0.721, -0.993, 0.384, -0.273, -0.169, -0.230, -0.177, -0.460, 1.226, -0.425, -0.189, -0.202, -0.179, -0.228, -0.111, -0.417, -0.155, -0.227, -0.199, -0.199, -0.203, 0.229, 0.219, 0.221, 0.227, 0.221, 0.218, 0.218, 0.219, 0.221, 0.216, 0.216, 0.216, 0.219, 0.224, 0.257, -0.109, -0.249, -0.208, -0.163, -0.072, -0.174, -0.204, -0.253, -0.275, -0.075, 0.228, 0.223, 0.216, 0.214, 0.222, 0.247, -0.116, -0.014, -0.378